Density functional theory data (the ωB97M-V functional and the def2-TZVPD basis) for 14 unconnected molecules or ions with the total composition C42H106B6F24N10O6 at a distorted geometry.

Bonds (Å) are listed after each position.
Positions of all 194 atoms, in Å:
1 C 6.95 4.40 -3.08  C2 1.509, H9 1.090, H10 1.090, H11 1.090
2 C 6.28 4.79 -1.79  C1 1.509, N3 1.493, H12 1.090, H13 1.090
3 N 6.18 3.71 -0.77  C2 1.493, C4 1.371, C7 1.356
4 C 6.69 3.75 0.51  N3 1.371, C5 1.377, H14 1.080
5 C 6.21 2.69 1.25  C4 1.377, N6 1.367, H15 1.080
6 N 5.33 2.03 0.44  C5 1.367, C7 1.407, C8 1.444
7 C 5.46 2.56 -0.86  N3 1.356, N6 1.407, H16 1.080
8 C 4.45 0.95 0.83  N6 1.444, H17 1.090, H18 1.090, H19 1.090
9 H 6.87 5.28 -3.72  C1 1.090
10 H 6.39 3.60 -3.57  C1 1.090
11 H 7.94 3.96 -2.93  C1 1.090
12 H 5.30 5.24 -1.91  C2 1.090
13 H 6.85 5.60 -1.31  C2 1.090
14 H 7.31 4.57 0.82  C4 1.080
15 H 6.35 2.38 2.27  C5 1.080
16 H 4.81 2.25 -1.66  C7 1.080
17 H 4.55 0.80 1.90  C8 1.090
18 H 4.79 0.01 0.38  C8 1.090
19 H 3.40 1.19 0.71  C8 1.090
20 C -8.64 -1.01 0.83  C21 1.541, H28 1.090, H29 1.090, H30 1.090
21 C -7.58 -0.76 1.93  C20 1.541, N22 1.482, H31 1.090, H32 1.090
22 N -6.47 -1.74 1.97  C21 1.482, C23 1.419, C26 1.386
23 C -6.12 -2.43 3.16  N22 1.419, C24 1.371, H33 1.080
24 C -5.05 -3.26 2.93  C23 1.371, N25 1.403, H34 1.080
25 N -4.77 -3.12 1.56  C24 1.403, C26 1.375, C27 1.469
26 C -5.72 -2.33 0.96  N22 1.386, N25 1.375, H35 1.080
27 C -3.70 -3.75 0.78  N25 1.469, H36 1.090, H37 1.090, H38 1.090
28 H -9.51 -0.36 0.83  C20 1.090
29 H -9.13 -1.96 1.04  C20 1.090
30 H -8.27 -0.98 -0.19  C20 1.090
31 H -8.14 -0.80 2.87  C21 1.090
32 H -7.16 0.22 1.72  C21 1.090
33 H -6.68 -2.27 4.06  C23 1.080
34 H -4.59 -3.83 3.71  C24 1.080
35 H -5.62 -1.96 -0.05  C26 1.080
36 H -4.04 -4.37 -0.04  C27 1.090
37 H -3.03 -4.36 1.38  C27 1.090
38 H -3.09 -2.97 0.31  C27 1.090
39 C -0.80 -7.58 2.66  N40 1.572, H46 1.090, H47 1.090, H48 1.090
40 N 0.34 -6.49 2.74  C39 1.572, C41 1.562, C42 1.548, C43 1.588
41 C 0.75 -6.25 1.25  N40 1.562, H49 1.090, H50 1.090, H51 1.090
42 C -0.23 -5.15 3.26  N40 1.548, H52 1.090, H53 1.090, H54 1.090
43 C 1.59 -6.82 3.65  N40 1.588, C44 1.615, H55 1.090, H56 1.090
44 C 1.26 -7.68 4.98  C43 1.615, O45 1.373, H57 1.090, H58 1.090
45 O 0.42 -7.01 5.82  C44 1.373, H59 0.960
46 H -0.37 -8.37 2.04  C39 1.090
47 H -1.62 -7.04 2.19  C39 1.090
48 H -1.06 -7.94 3.65  C39 1.090
49 H 1.26 -7.12 0.84  C41 1.090
50 H 1.46 -5.43 1.17  C41 1.090
51 H -0.08 -6.00 0.59  C41 1.090
52 H 0.64 -4.51 3.44  C42 1.090
53 H -0.77 -5.28 4.20  C42 1.090
54 H -0.75 -4.69 2.42  C42 1.090
55 H 2.20 -5.93 3.83  C43 1.090
56 H 2.27 -7.47 3.10  C43 1.090
57 H 2.16 -8.01 5.49  C44 1.090
58 H 0.82 -8.58 4.55  C44 1.090
59 H -0.07 -7.66 6.33  O45 0.960
60 C 1.64 4.71 -4.99  N61 1.524, H67 1.090, H68 1.090, H69 1.090
61 N 2.60 3.55 -5.25  C60 1.524, C62 1.503, C63 1.565, C64 1.595
62 C 2.99 3.40 -6.69  N61 1.503, H70 1.090, H71 1.090, H72 1.090
63 C 3.94 3.91 -4.53  N61 1.565, H73 1.090, H74 1.090, H75 1.090
64 C 2.09 2.15 -4.67  N61 1.595, C65 1.554, H76 1.090, H77 1.090
65 C 0.77 1.60 -5.26  C64 1.554, O66 1.426, H78 1.090, H79 1.090
66 O -0.28 2.14 -4.47  C65 1.426, H80 0.960
67 H 0.76 4.68 -5.63  C60 1.090
68 H 2.05 5.68 -5.30  C60 1.090
69 H 1.44 4.75 -3.93  C60 1.090
70 H 2.10 3.35 -7.33  C62 1.090
71 H 3.56 2.49 -6.82  C62 1.090
72 H 3.54 4.30 -6.97  C62 1.090
73 H 4.75 3.22 -4.76  C63 1.090
74 H 3.77 3.88 -3.46  C63 1.090
75 H 4.22 4.89 -4.94  C63 1.090
76 H 2.25 2.10 -3.59  C64 1.090
77 H 2.92 1.53 -5.02  C64 1.090
78 H 0.75 0.53 -5.03  C65 1.090
79 H 0.54 1.69 -6.32  C65 1.090
80 H -1.09 1.67 -4.71  O66 0.960
81 C 4.18 -6.20 -2.21  N82 1.594, H88 1.090, H89 1.090, H90 1.090
82 N 4.29 -4.68 -2.68  C81 1.594, C83 1.542, C84 1.541, C85 1.579
83 C 4.93 -4.68 -4.08  N82 1.542, H91 1.090, H92 1.090, H93 1.090
84 C 2.88 -4.13 -2.96  N82 1.541, H94 1.090, H95 1.090, H96 1.090
85 C 5.22 -3.77 -1.78  N82 1.579, C86 1.553, H97 1.090, H98 1.090
86 C 4.37 -3.05 -0.71  C85 1.553, O87 1.474, H99 1.090, H100 1.090
87 O 3.79 -4.13 0.11  C86 1.474, H101 0.960
88 H 3.86 -6.76 -3.10  C81 1.090
89 H 3.48 -6.39 -1.40  C81 1.090
90 H 5.19 -6.53 -1.97  C81 1.090
91 H 4.80 -3.68 -4.51  C83 1.090
92 H 4.49 -5.36 -4.81  C83 1.090
93 H 6.01 -4.82 -4.05  C83 1.090
94 H 2.48 -4.57 -3.88  C84 1.090
95 H 3.01 -3.06 -3.11  C84 1.090
96 H 2.22 -4.28 -2.11  C84 1.090
97 H 5.71 -3.02 -2.40  C85 1.090
98 H 6.01 -4.43 -1.42  C85 1.090
99 H 3.64 -2.38 -1.16  C86 1.090
100 H 4.99 -2.40 -0.09  C86 1.090
101 H 3.32 -3.70 0.83  O87 0.960
102 C -0.62 0.31 -1.67  N103 1.548, H109 1.090, H110 1.090, H111 1.090
103 N -0.14 0.06 -0.22  C102 1.548, C104 1.550, C105 1.497, C106 1.490
104 C 1.35 -0.37 -0.26  N103 1.550, H112 1.090, H113 1.090, H114 1.090
105 C -0.31 1.35 0.52  N103 1.497, H115 1.090, H116 1.090, H117 1.090
106 C -1.03 -0.98 0.36  N103 1.490, C107 1.516, H118 1.090, H119 1.090
107 C -0.74 -1.37 1.79  C106 1.516, O108 1.432, H120 1.090, H121 1.090
108 O -1.30 -0.47 2.75  C107 1.432, H122 0.960
109 H 0.18 0.84 -2.18  C102 1.090
110 H -1.50 0.96 -1.76  C102 1.090
111 H -0.67 -0.66 -2.17  C102 1.090
112 H 1.81 0.45 -0.81  C104 1.090
113 H 1.44 -1.17 -0.99  C104 1.090
114 H 1.84 -0.65 0.68  C104 1.090
115 H 0.03 2.11 -0.18  C105 1.090
116 H 0.28 1.35 1.43  C105 1.090
117 H -1.35 1.68 0.57  C105 1.090
118 H -0.91 -1.88 -0.24  C106 1.090
119 H -2.05 -0.60 0.36  C106 1.090
120 H 0.33 -1.55 1.89  C107 1.090
121 H -1.20 -2.33 2.00  C107 1.090
122 H -1.25 -0.81 3.65  O108 0.960
123 C -3.29 2.75 3.23  N124 1.530, H130 1.090, H131 1.090, H132 1.090
124 N -3.99 2.20 4.47  C123 1.530, C125 1.553, C126 1.535, C127 1.533
125 C -4.73 0.90 4.05  N124 1.553, H133 1.090, H134 1.090, H135 1.090
126 C -2.90 1.82 5.48  N124 1.535, H136 1.090, H137 1.090, H138 1.090
127 C -4.92 3.31 4.99  N124 1.533, C128 1.505, H139 1.090, H140 1.090
128 C -5.82 3.01 6.16  C127 1.505, O129 1.380, H141 1.090, H142 1.090
129 O -5.01 2.69 7.23  C128 1.380, H143 0.960
130 H -4.01 2.97 2.44  C123 1.090
131 H -2.66 1.92 2.92  C123 1.090
132 H -2.78 3.70 3.44  C123 1.090
133 H -5.49 1.09 3.29  C125 1.090
134 H -5.14 0.40 4.93  C125 1.090
135 H -4.03 0.19 3.61  C125 1.090
136 H -2.05 1.30 5.04  C126 1.090
137 H -3.40 1.21 6.22  C126 1.090
138 H -2.64 2.78 5.94  C126 1.090
139 H -5.64 3.50 4.20  C127 1.090
140 H -4.30 4.16 5.26  C127 1.090
141 H -6.51 2.18 5.95  C128 1.090
142 H -6.42 3.90 6.35  C128 1.090
143 H -5.44 2.88 8.07  O129 0.960
144 C -2.08 5.00 -0.45  N145 1.591, H151 1.090, H152 1.090, H153 1.090
145 N -2.59 5.54 -1.86  C144 1.591, C146 1.577, C147 1.570, C148 1.568
146 C -3.35 4.36 -2.58  N145 1.577, H154 1.090, H155 1.090, H156 1.090
147 C -3.68 6.65 -1.63  N145 1.570, H157 1.090, H158 1.090, H159 1.090
148 C -1.35 5.98 -2.71  N145 1.568, C149 1.533, H160 1.090, H161 1.090
149 C -1.76 6.74 -3.97  C148 1.533, O150 1.408, H162 1.090, H163 1.090
150 O -0.62 6.98 -4.75  C149 1.408, H164 0.960
151 H -2.92 4.82 0.22  C144 1.090
152 H -1.30 5.60 0.02  C144 1.090
153 H -1.63 4.03 -0.67  C144 1.090
154 H -4.12 3.96 -1.92  C146 1.090
155 H -2.74 3.48 -2.79  C146 1.090
156 H -3.91 4.73 -3.44  C146 1.090
157 H -4.38 6.27 -0.88  C147 1.090
158 H -4.15 6.95 -2.56  C147 1.090
159 H -3.20 7.45 -1.07  C147 1.090
160 H -0.81 5.11 -3.08  C148 1.090
161 H -0.76 6.52 -1.97  C148 1.090
162 H -2.07 7.77 -3.78  C149 1.090
163 H -2.55 6.29 -4.57  C149 1.090
164 H -0.69 7.91 -5.01  O150 0.960
165 B -4.56 0.97 -0.30  F166 1.332, F167 1.419, F168 1.389, F169 1.381
166 F -4.18 -0.01 -1.11  B165 1.332
167 F -5.80 1.49 -0.76  B165 1.419
168 F -4.60 0.49 1.00  B165 1.389
169 F -3.64 1.98 -0.50  B165 1.381
170 B 1.77 4.38 -0.73  F171 1.394, F172 1.388, F173 1.362, F174 1.390
171 F 1.27 5.68 -0.65  B170 1.394
172 F 3.06 4.46 -1.23  B170 1.388
173 F 1.82 3.86 0.53  B170 1.362
174 F 0.93 3.66 -1.57  B170 1.390
175 B 2.94 -2.74 2.90  F176 1.367, F177 1.339, F178 1.389, F179 1.358
176 F 4.06 -2.43 2.18  B175 1.367
177 F 2.10 -3.13 1.94  B175 1.339
178 F 3.13 -3.74 3.85  B175 1.389
179 F 2.33 -1.69 3.51  B175 1.358
180 B -2.31 -2.20 5.41  F181 1.407, F182 1.367, F183 1.353, F184 1.415
181 F -2.21 -3.03 4.28  B180 1.407
182 F -3.58 -1.74 5.61  B180 1.367
183 F -1.89 -2.90 6.48  B180 1.353
184 F -1.40 -1.13 5.26  B180 1.415
185 B -0.66 -3.93 -1.75  F186 1.377, F187 1.361, F188 1.358, F189 1.382
186 F -0.26 -4.98 -2.54  B185 1.377
187 F -0.24 -2.80 -2.38  B185 1.361
188 F -2.01 -3.96 -1.71  B185 1.358
189 F -0.08 -4.05 -0.50  B185 1.382
190 B 4.66 -0.17 -2.96  F191 1.409, F192 1.396, F193 1.303, F194 1.325
191 F 5.22 0.99 -3.52  B190 1.409
192 F 3.30 0.01 -2.69  B190 1.396
193 F 4.77 -1.14 -3.83  B190 1.303
194 F 5.30 -0.47 -1.84  B190 1.325

Calculated values
Frontier orbital gap in eV: 9.48
Molar mass in g mol⁻¹: 1368.20
HOMO in eV: -12.7585
Net charge: +2

These are the Mulliken partial charges, in e, on atoms 1 to 2: atom 1 (C): -0.881, atom 2 (C): -0.209